## i
Formula: C4H13N4O
Source: OMol25
Level of theory: ωB97M-V with the def2-TZVPD basis set

```
! wB97M-V def2-TZVPD RIJCOSX def2/J DEFGRID3
* xyz 1 1
C -1.887 -1.624 -1.395
C -2.253 -1.144 -0.031
O -1.717 -0.144 0.397
N -3.291 -1.725 0.601
H -2.491 -1.134 -2.140
H -1.961 -2.596 -1.791
H -3.705 -1.089 1.280
H -3.904 -2.547 0.403
H -0.726 -1.519 -1.415
C 3.849 1.115 0.291
C 1.257 0.993 0.089
N 2.584 0.955 -0.407
N 0.934 0.986 1.369
N 0.373 0.618 -0.793
H 2.699 1.320 -1.438
H 3.828 2.161 0.803
H 4.656 0.964 -0.415
H 1.410 1.233 2.250
H 0.006 1.270 1.559
H 0.648 0.597 -1.804
H -0.619 0.329 -0.606
H 3.898 0.282 1.011
*
```

Calculated values
Gap between HOMO and LUMO ... 10.99 eV
LUMO ... -2.5 eV
Molar mass ... 133.18 g mol⁻¹

Results of the Mulliken charge analysis, in e, for atoms 1 through 6: number 1, C, carries -1.15; number 2, C, carries 0.82; number 3, O, carries -0.65; number 4, N, carries -0.44; number 5, H, carries 0.33; number 6, H, carries 0.40


## ii
Formula: C4H13N4O
Source: OMol25
Level of theory: ωB97M-V with the def2-TZVPD basis set

```
! wB97M-V def2-TZVPD RIJCOSX def2/J DEFGRID3
* xyz 1 1
C 1.076 -0.718 2.985
C 1.785 -1.248 1.807
O 1.011 -1.327 0.755
N 3.017 -1.518 1.837
H 1.759 -0.430 3.817
H 0.274 -1.501 3.197
H 3.401 -1.682 0.956
H 3.629 -1.126 2.634
H 0.525 0.215 2.873
C -1.676 1.832 -2.938
C -1.168 0.445 -1.036
N -1.577 -0.409 -0.053
N -2.134 1.190 -1.694
N 0.210 0.488 -1.378
H -0.942 -1.229 0.313
H -2.399 -0.508 0.311
H -3.021 1.184 -1.362
H 0.319 0.410 -2.316
H 0.713 -0.162 -0.711
H -0.963 2.647 -2.956
H -2.554 2.387 -3.502
H -1.285 1.061 -3.539
*
```

Calculated values
Gap between HOMO and LUMO ... 11.06 eV
LUMO ... -2.4 eV
Molar mass ... 133.18 g mol⁻¹

Results of the Mulliken charge analysis, in e, for atoms 1 through 6: number 1, C, carries -0.88; number 2, C, carries 0.55; number 3, O, carries -0.84; number 4, N, carries -0.36; number 5, H, carries 0.35; number 6, H, carries 0.23


## iii
Formula: C4H13N4O
Source: OMol25
Level of theory: ωB97M-V with the def2-TZVPD basis set

```
! wB97M-V def2-TZVPD RIJCOSX def2/J DEFGRID3
* xyz 1 1
C 1.260 2.265 1.897
C -0.152 2.046 1.756
O -0.624 1.146 1.124
N -1.159 2.861 2.351
H 1.554 2.418 0.810
H 1.864 1.362 2.156
H -2.150 2.639 2.464
H -0.819 3.582 2.979
H 1.621 3.136 2.483
C -0.609 -3.335 -2.098
C -0.088 -0.985 -1.339
N 0.971 -0.044 -1.141
N 0.075 -2.019 -2.247
N -0.821 -1.073 -0.124
H 1.481 0.300 -2.023
H 0.888 0.850 -0.452
H 1.101 -1.956 -2.722
H -1.152 -2.056 0.219
H -0.927 -0.140 0.413
H -1.629 -3.361 -2.505
H -0.659 -3.747 -1.145
H -0.027 -3.890 -2.856
*
```

Calculated values
Gap between HOMO and LUMO ... 10.69 eV
LUMO ... -3.1 eV
Molar mass ... 133.18 g mol⁻¹

Results of the Mulliken charge analysis, in e, for atoms 1 through 6: number 1, C, carries -0.96; number 2, C, carries 0.70; number 3, O, carries -0.65; number 4, N, carries -0.44; number 5, H, carries 0.29; number 6, H, carries 0.30


## iv
Formula: C4H13N4O
Source: OMol25
Level of theory: ωB97M-V with the def2-TZVPD basis set

```
! wB97M-V def2-TZVPD RIJCOSX def2/J DEFGRID3
* xyz 1 1
C 0.314 2.770 0.833
C 1.541 0.641 0.516
N 1.807 -0.221 -0.444
N 0.414 1.340 0.476
N 2.442 0.842 1.492
H 1.145 -0.442 -1.177
H 2.702 -0.671 -0.561
H -0.317 1.072 -0.169
H 2.430 1.725 1.969
H 3.282 0.293 1.418
H 0.709 3.374 0.018
H 0.938 3.069 1.661
H -0.730 2.959 1.013
C -2.140 -2.406 -1.645
C -1.462 -1.361 -0.823
O -0.771 -0.486 -1.349
N -1.773 -1.368 0.481
H -1.416 -3.019 -2.190
H -2.757 -1.941 -2.418
H -1.268 -0.903 1.215
H -2.333 -2.148 0.794
H -2.756 -3.119 -1.112
*
```

Calculated values
Gap between HOMO and LUMO ... 11.21 eV
LUMO ... -2.7 eV
Molar mass ... 133.18 g mol⁻¹

Results of the Mulliken charge analysis, in e, for atoms 1 through 6: number 1, C, carries -1.01; number 2, C, carries 0.68; number 3, N, carries -0.27; number 4, N, carries -0.16; number 5, N, carries -0.36; number 6, H, carries 0.28


Energy above the most stable structure, in kcal/mol: i 37.1; ii 43.4; iii 58.0; iv 0.0


## i
Formula: C4H13N4O
Source: OMol25
Level of theory: ωB97M-V with the def2-TZVPD basis set

```
! wB97M-V def2-TZVPD RIJCOSX def2/J DEFGRID3
* xyz 1 1
C 1.502 -0.582 0.240
C 0.175 1.613 0.666
C -2.706 -0.711 0.179
C 2.882 -0.289 -0.453
N 0.626 0.714 -0.150
N -0.524 2.657 0.153
N -3.849 -1.082 -0.419
N 0.901 -1.769 -0.158
O -2.011 0.195 -0.243
H 1.503 -0.406 1.329
H 0.324 1.412 1.754
H -2.412 -1.268 1.055
H 3.378 -1.191 -0.694
H 3.472 0.236 0.211
H 2.796 0.383 -1.342
H 0.182 0.674 -1.092
H -0.440 2.688 -0.840
H -1.134 3.310 0.664
H -4.162 -0.356 -1.058
H -4.463 -1.639 0.064
H 0.248 -2.252 0.508
H 0.885 -2.139 -1.133
*
```

Calculated values
Gap between HOMO and LUMO ... 10.80 eV
LUMO ... -2.6 eV
Molar mass ... 133.18 g mol⁻¹

Results of the Mulliken charge analysis, in e, for atoms 1 through 6: number 1, C, carries 0.05; number 2, C, carries 0.21; number 3, C, carries 0.09; number 4, C, carries -1.30; number 5, N, carries -0.26; number 6, N, carries -0.32


## ii
Formula: C4H13N4O
Source: OMol25
Level of theory: ωB97M-V with the def2-TZVPD basis set

```
! wB97M-V def2-TZVPD RIJCOSX def2/J DEFGRID3
* xyz 1 1
C 0.073 -1.033 2.715
C 1.216 -0.446 1.989
O 1.202 -0.213 0.739
N 2.180 0.101 2.656
H 0.438 -1.743 3.589
H -0.493 -1.688 2.087
H 2.932 0.700 2.183
H 1.983 0.069 3.722
H -0.541 -0.170 3.261
C -0.171 1.775 -2.720
C -0.739 -0.231 -1.438
N -2.020 0.250 -1.083
N 0.208 0.478 -2.056
N -0.587 -1.603 -1.217
H -2.466 1.226 -1.519
H -2.779 -0.478 -0.887
H 1.184 0.360 -1.772
H 0.336 -1.872 -0.980
H -1.256 -2.046 -0.672
H 0.345 1.707 -3.815
H 0.264 2.688 -2.032
H -1.311 2.168 -2.751
*
```

Calculated values
Gap between HOMO and LUMO ... 10.30 eV
LUMO ... -2.8 eV
Molar mass ... 133.18 g mol⁻¹

Results of the Mulliken charge analysis, in e, for atoms 1 through 6: number 1, C, carries -1.00; number 2, C, carries 0.69; number 3, O, carries -0.65; number 4, N, carries -0.44; number 5, H, carries 0.36; number 6, H, carries 0.22


Energy above the most stable structure, in kcal/mol: i 0.0; ii 21.6


## i
Formula: C6H12N2O
Source: OMol25
Level of theory: ωB97M-V with the def2-TZVPD basis set

```
! wB97M-V def2-TZVPD RIJCOSX def2/J DEFGRID3
* xyz 0 1
C 0.672 0.581 0.012
C -0.515 -0.380 -0.322
C 0.343 1.825 0.810
C 1.980 -0.055 0.429
C -1.887 -0.041 0.233
C -0.269 -1.880 -0.248
N 0.634 0.898 -1.566
N -0.339 0.112 -1.703
O -0.984 -0.188 -2.687
H 1.233 2.441 0.907
H -0.005 1.551 1.804
H -0.421 2.421 0.317
H 2.363 -0.711 -0.347
H 1.835 -0.625 1.345
H 2.723 0.715 0.611
H -2.125 1.011 0.107
H -1.934 -0.285 1.292
H -2.639 -0.625 -0.294
H -1.036 -2.387 -0.831
H -0.331 -2.225 0.781
H 0.702 -2.153 -0.652
*
```

Calculated values
Structure (SMILES) ... CC1(C)N=[N+]([O-])C1(C)C
Gap between HOMO and LUMO ... 10.44 eV
LUMO ... 0.8 eV
Molar mass ... 128.17 g mol⁻¹

Results of the Mulliken charge analysis, in e, for atoms 1 through 6: number 1, C, carries 1.88; number 2, C, carries 0.65; number 3, C, carries -1.67; number 4, C, carries -1.63; number 5, C, carries -1.67; number 6, C, carries -1.68


## ii
Formula: C6H12N2O
Source: OMol25
Level of theory: ωB97M-V with the def2-TZVPD basis set

```
! wB97M-V def2-TZVPD RIJCOSX def2/J DEFGRID3
* xyz 0 1
C 0.721 -0.988 0.966
C -0.139 0.057 0.270
C -1.455 -0.317 -0.048
C -2.586 -0.062 0.996
C 0.389 1.098 -0.427
C 2.892 0.623 -0.878
H 1.249 -1.573 0.337
H 0.030 -1.577 1.556
H 1.513 -0.650 1.637
H -1.512 -1.304 -0.362
H -1.823 0.188 -0.956
H -2.100 -0.376 2.013
H -2.862 0.916 1.243
H -4.680 -1.131 1.198
H -0.154 2.003 -0.764
H 2.103 2.312 0.321
H 3.930 0.928 -0.520
H 3.633 -0.912 -1.715
N 1.867 1.355 -0.394
N 2.727 -0.491 -1.533
O -3.804 -0.917 0.528
*
```

Calculated values
Structure (SMILES) ... [H]/N=C/N/C=C(\C)CCO
Gap between HOMO and LUMO ... 9.23 eV
LUMO ... 0.6 eV
Molar mass ... 128.17 g mol⁻¹

Results of the Mulliken charge analysis, in e, for atoms 1 through 6: number 1, C, carries -1.59; number 2, C, carries 1.00; number 3, C, carries -1.22; number 4, C, carries -0.26; number 5, C, carries -0.62; number 6, C, carries 0.04


Energy above the most stable structure, in kcal/mol: i 0.0; ii 32.9


## i
Formula: C6H12N2O
Source: OMol25
Level of theory: ωB97M-V with the def2-TZVPD basis set

```
! wB97M-V def2-TZVPD RIJCOSX def2/J DEFGRID3
* xyz 0 1
C 1.039 3.057 0.127
C 0.101 0.120 1.870
C 1.802 1.501 2.037
C 0.971 1.879 1.021
N 1.232 0.346 2.566
N -0.035 0.939 0.852
H 1.434 -0.165 3.394
H -0.554 -0.735 1.916
H 2.650 1.984 2.483
H 0.671 2.837 -0.875
H 2.014 3.512 0.018
H 0.335 3.785 0.550
C -1.888 -2.051 -2.183
C -0.673 -1.554 -1.360
O -1.755 -3.464 -2.408
H -2.786 -1.750 -1.663
H -1.787 -1.759 -3.227
H -0.548 -0.479 -1.414
H -1.574 -4.031 -1.637
H 0.208 -2.067 -1.728
H -0.857 -1.903 -0.340
*
```

Calculated values
Structure (SMILES) ... Cc1c[nH]cn1.CCO
Gap between HOMO and LUMO ... 9.57 eV
LUMO ... 0.8 eV
Molar mass ... 128.17 g mol⁻¹

Results of the Mulliken charge analysis, in e, for atoms 1 through 6: number 1, C, carries -1.06; number 2, C, carries -0.26; number 3, C, carries -0.51; number 4, C, carries 0.57; number 5, N, carries -0.07; number 6, N, carries -0.52


## ii
Formula: C6H12N2O
Source: OMol25
Level of theory: ωB97M-V with the def2-TZVPD basis set

```
! wB97M-V def2-TZVPD RIJCOSX def2/J DEFGRID3
* xyz 0 1
C 0.436 1.583 0.436
C 0.792 0.172 0.011
C 0.340 -1.073 0.802
C -1.232 -0.910 0.984
C -1.526 -0.401 -0.439
C -0.158 -0.409 -1.050
H 1.084 1.914 1.223
H -0.651 1.816 0.718
H 0.644 2.294 -0.370
H 2.517 0.620 -1.166
H 2.663 0.620 0.615
H 1.000 -1.527 1.569
H -1.426 -0.167 1.762
H -1.761 -1.803 1.127
H -2.284 -1.076 -0.936
H -2.189 1.161 -1.245
H 0.121 -0.154 -2.088
H 1.264 -1.869 -0.848
N 2.248 0.115 -0.284
N 0.327 -1.777 -0.510
O -2.209 0.872 -0.308
*
```

Calculated values
Gap between HOMO and LUMO ... 9.67 eV
LUMO ... 0.8 eV
Molar mass ... 128.17 g mol⁻¹

Results of the Mulliken charge analysis, in e, for atoms 1 through 6: number 1, C, carries -1.70; number 2, C, carries 1.07; number 3, C, carries -0.30; number 4, C, carries -1.03; number 5, C, carries -0.11; number 6, C, carries -0.55


## iii
Formula: C6H12N2O
Source: OMol25
Level of theory: ωB97M-V with the def2-TZVPD basis set

```
! wB97M-V def2-TZVPD RIJCOSX def2/J DEFGRID3
* xyz 0 1
C -0.232 1.708 -0.121
C -1.551 1.155 -0.579
C 0.802 0.850 0.109
C -2.840 1.837 -0.239
C 1.624 -2.470 1.309
C 1.812 -1.387 0.251
N -1.601 0.181 -1.424
N 0.692 -0.494 0.090
O -0.446 -0.140 -2.169
H -0.189 2.778 0.121
H 0.139 0.572 -2.458
H 1.811 1.105 0.434
H -3.592 1.087 -0.172
H -2.923 2.705 -0.904
H -2.841 2.124 0.805
H 2.362 -3.144 1.106
H 1.664 -2.108 2.445
H 0.612 -2.736 1.019
H 2.155 -1.830 -0.651
H 2.696 -0.826 0.658
H -0.154 -0.968 0.372
*
```

Calculated values
Structure (SMILES) ... CCN/C=C\C(C)=N/O
Gap between HOMO and LUMO ... 8.91 eV
LUMO ... 1.0 eV
Molar mass ... 128.17 g mol⁻¹

Results of the Mulliken charge analysis, in e, for atoms 1 through 6: number 1, C, carries -0.78; number 2, C, carries 0.67; number 3, C, carries -0.06; number 4, C, carries -1.13; number 5, C, carries -1.15; number 6, C, carries -0.40


Energy above the most stable structure, in kcal/mol: i 0.0; ii 37.1; iii 71.5